No. 1
The following is a quantum chemistry calculation of a gas-phase ion, C5H8N (charge +1) at a distorted geometry, from the Open Molecules 2025 dataset.

The calculation puts the energy relative to the best compared isomer or geometry (same formula, charge and spin) at 161.9 kcal per mole. Its charge is +1. The calculation puts the LUMO energy (spin up / spin down) at -6.32 / -6.42 eV. As for the multiplicity: 1. Its gap between HOMO and LUMO (spin up / spin down) is 7.9 / 8.1 eV.

Each line ends with the Löwdin charge.
CARTESIAN COORDINATES (ANGSTROEM)
C: -1.247 0.451 -0.082  -0.015
C: -1.580 1.687 0.120  0.139
C: -1.885 -1.719 -0.056  0.309
C: 1.523 -0.117 -0.009  -0.073
C: 0.522 -1.222 -0.003  -0.170
N: -0.888 -0.778 -0.068  -0.183
H: -2.323 2.002 0.943  0.146
H: -1.350 2.497 -0.702  0.158
H: -2.883 -1.540 -0.469  0.077
H: 2.299 -0.642 0.464  0.075
H: 1.787 0.495 -0.888  0.106
H: 1.206 0.742 0.634  0.095
H: 0.435 -1.725 1.000  0.151
H: 0.699 -1.997 -0.873  0.185

---

No. 2
The following is a quantum chemistry calculation of a molecular structure, C26H38AuClFN3O4 at a distorted geometry, from the Open Molecules 2025 dataset.

As for the expectation value of S²: 2.025. The calculation puts the LUMO energy (spin up / spin down) at -0.55 / -1.59 eV. As for the multiplicity: 3. Its gap between HOMO and LUMO (spin up / spin down) is 6.3 / 6.5 eV.

Each line ends with the Löwdin spin population.
CARTESIAN COORDINATES (ANGSTROEM)
O: 1.842 -0.349 -3.353  0.001
C: 0.788 0.154 -3.713  0.003
C: 0.438 1.559 -3.937  0.002
C: 0.769 2.594 -3.045  0.001
H: 0.972 2.353 -1.993  0.001
C: 0.785 3.895 -3.532  0.000
H: 1.191 4.692 -2.909  0.000
C: 0.329 4.152 -4.830  0.001
H: 0.444 5.151 -5.233  0.000
C: -0.265 3.148 -5.598  0.000
H: -0.644 3.350 -6.601  0.000
C: -0.297 1.846 -5.105  0.001
H: -0.840 1.040 -5.610  0.000
H: -0.090 -0.504 -3.904  0.001
C: -2.319 -1.367 -2.400  0.094
C: -2.340 -0.041 -1.737  0.561
H: -2.900 -1.286 -3.350  0.008
H: -2.730 -2.155 -1.750  0.015
H: -1.307 -1.665 -2.721  0.027
C: -2.713 1.132 -2.319  0.307
C: -4.203 1.276 -2.252  0.073
H: -2.043 1.887 -2.756  0.028
H: -4.671 1.683 -3.155  0.016
H: -4.537 1.810 -1.349  0.009
H: -4.568 0.235 -2.126  0.003
Au: -1.726 0.403 0.089  0.395
Cl: -3.359 -0.267 1.729  0.032
C: -0.748 0.175 3.457  0.004
O: 0.311 -0.270 3.016  0.003
N: -1.284 -0.112 4.667  0.001
C: -0.700 -1.153 5.478  0.000
C: -2.239 0.770 5.305  0.000
H: -1.391 0.855 2.869  0.004
H: -0.063 -1.776 4.849  0.000
H: -1.498 -1.752 5.924  0.000
H: -0.109 -0.726 6.297  0.000
H: -2.555 1.527 4.583  0.000
H: -1.792 1.257 6.181  0.000
H: -3.115 0.206 5.642  0.000
H: 4.940 1.823 -2.319  0.000
H: 4.978 2.000 0.339  0.000
C: 3.858 1.916 -2.149  0.000
C: 3.888 1.861 0.336  0.000
N: 3.461 1.250 -0.913  0.000
H: 3.321 1.458 -2.986  0.000
C: 3.143 -0.070 -0.911  0.000
O: 2.692 -0.691 0.057  0.000
H: 3.589 1.224 1.174  0.000
H: 3.256 -0.551 -1.900  0.000
H: 3.592 2.977 -2.083  0.000
H: 3.423 2.845 0.440  0.000
H: 0.002 -5.511 0.547  0.000
H: 2.272 -5.192 -0.809  0.000
C: -0.432 -4.887 -0.247  0.000
C: 1.682 -4.541 -1.470  0.000
N: 0.563 -3.962 -0.748  0.001
H: -1.282 -4.329 0.150  0.000
C: 0.463 -2.637 -0.491  0.001
O: -0.568 -2.099 -0.070  0.008
H: 2.320 -3.740 -1.855  0.000
H: 1.393 -2.076 -0.686  0.000
H: -0.754 -5.549 -1.062  0.000
H: 1.308 -5.151 -2.305  0.000
F: 0.957 5.675 1.649  0.000
C: 0.428 4.517 1.120  -0.002
C: -0.613 4.625 0.214  0.011
C: -1.185 3.430 -0.270  0.034
C: -0.739 2.237 0.277  0.265
C: 0.409 2.139 1.033  0.055
C: 0.976 3.314 1.536  0.016
H: -0.966 5.596 -0.121  0.002
H: -1.961 3.450 -1.031  0.005
H: 0.809 1.162 1.278  0.011
H: 1.819 3.262 2.216  0.002

---

No. 3
The following is a quantum chemistry calculation of a molecular structure, C23H37ClFeN2O3Si at a distorted geometry, from the Open Molecules 2025 dataset.

Its charge is -1. As for the expectation value of S²: 8.768. The calculation puts the LUMO energy (spin up / spin down) at 2.70 / 2.61 eV. As for the multiplicity: 6. Its gap between HOMO and LUMO (spin up / spin down) is 2.1 / 6.5 eV.

Each line ends with the Löwdin spin population.
CARTESIAN COORDINATES (ANGSTROEM)
Fe: -1.104 -0.107 -0.113  3.652
Cl: -2.626 0.306 1.407  0.138
N: -0.138 1.929 -0.318  0.040
N: -0.322 -2.134 -0.196  0.139
C: -0.895 2.736 -1.024  0.017
C: -0.806 -2.899 -1.141  0.250
C: 1.084 2.691 0.026  0.006
C: 0.625 4.138 -0.185  0.006
C: 2.193 2.358 -0.964  0.018
C: 1.552 2.469 1.446  0.003
H: 1.857 2.538 -1.997  0.003
H: 2.501 1.307 -0.872  0.005
H: 3.061 3.006 -0.767  0.004
H: 0.770 2.791 2.139  0.000
H: 2.439 3.093 1.627  0.001
H: 1.799 1.422 1.648  0.001
C: 0.768 -2.878 0.486  0.015
C: 0.865 -4.167 -0.334  0.008
C: 0.382 -3.196 1.917  0.006
C: 2.049 -2.069 0.451  0.021
H: 2.289 -1.808 -0.585  0.008
H: 2.876 -2.660 0.864  0.007
H: 1.933 -1.158 1.046  0.002
H: -0.570 -3.739 1.929  0.001
H: 0.291 -2.271 2.496  0.001
H: 1.155 -3.835 2.366  0.002
O: -0.210 -4.065 -1.333  0.085
H: 0.653 -5.083 0.234  0.002
H: 1.810 -4.286 -0.883  0.003
O: -0.544 4.013 -1.046  0.009
H: 1.345 4.787 -0.700  0.003
H: 0.290 4.607 0.749  0.002
C: -2.063 2.315 -1.850  0.012
C: -1.928 -2.544 -2.052  0.078
C: -1.510 -1.282 -2.709  0.083
H: -2.816 -2.376 -1.422  0.038
H: -2.108 -3.355 -2.757  0.003
C: -1.687 -0.105 -2.014  0.130
C: -1.594 1.124 -2.620  0.036
H: -0.586 -0.013 2.049  0.007
C: -0.918 1.206 -3.850  0.047
C: -0.543 0.024 -4.481  0.030
C: -0.603 2.536 -4.433  0.010
C: -0.815 -1.216 -3.926  0.013
H: -0.064 0.079 -5.468  0.004
C: -0.405 -2.486 -4.591  0.005
H: 0.151 -2.253 -5.501  0.002
H: -1.285 -3.079 -4.860  0.000
H: 0.229 -3.115 -3.951  0.003
H: -1.506 3.144 -4.533  0.001
H: -0.160 2.397 -5.421  0.001
H: 0.108 3.111 -3.819  0.005
H: -2.377 3.130 -2.502  0.001
H: -2.872 2.039 -1.153  0.004
C: 1.608 -0.156 4.952  0.001
Si: -0.046 0.155 4.146  0.002
C: -1.390 -1.065 4.629  0.003
C: -0.712 1.892 4.367  0.001
O: 0.294 -0.031 2.524  0.015
H: 1.477 -0.130 6.039  0.000
H: 2.352 0.605 4.676  0.000
H: 2.020 -1.139 4.675  0.000
H: -1.667 -0.945 5.684  0.000
H: -2.290 -0.894 4.021  0.002
H: -1.073 -2.107 4.486  0.000
H: 0.081 2.641 4.428  0.000
H: -1.396 2.158 3.556  0.001
H: -1.275 1.898 5.308  0.000

---

No. 4
The following is a quantum chemistry calculation of a molecular structure, C53H47Br2FIN2O4SSbSiY at a distorted geometry, from the Open Molecules 2025 dataset.

The calculation puts the energy relative to the best compared isomer or geometry (same formula, charge and spin) at 63.4 kcal per mole. Its charge is +1. The calculation puts the LUMO energy at -2.58 eV. As for the multiplicity: 1. Its gap between HOMO and LUMO is 6.4 eV.

Each line ends with the Löwdin charge.
CARTESIAN COORDINATES (ANGSTROEM)
Y: -0.373 -1.396 0.020  1.185
Br: 3.111 -1.012 0.651  0.778
C: 3.159 -2.937 0.466  -0.929
Br: 1.612 -3.737 1.290  0.684
H: 4.033 -3.287 1.001  0.013
H: 3.152 -3.172 -0.596  -0.007
C: 4.697 0.990 -5.384  -0.036
C: 3.320 1.582 -5.645  -0.288
C: 3.412 3.084 -5.843  -0.145
C: 2.040 3.701 -6.027  -0.119
C: 1.196 3.399 -4.826  -0.135
C: 0.219 4.262 -4.390  0.066
C: -0.545 3.951 -3.267  -0.263
F: -1.478 4.835 -2.877  0.080
C: -0.364 2.802 -2.558  0.072
C: 0.626 1.905 -2.987  -0.045
C: 0.812 0.661 -2.255  -0.279
O: 0.200 0.517 -1.154  -0.181
C: 1.692 -0.282 -2.828  -0.016
C: 2.445 0.099 -3.914  0.045
N: 2.376 1.281 -4.521  0.052
C: 1.407 2.202 -4.110  -0.065
C: 1.930 -1.669 -2.293  -0.643
O: 2.925 -2.284 -2.641  0.022
O: 1.031 -2.124 -1.486  -0.276
H: 5.386 1.381 -6.131  0.092
H: 4.725 -0.094 -5.456  0.081
H: 5.059 1.282 -4.397  0.098
H: 2.892 1.133 -6.547  0.161
H: 4.046 3.274 -6.710  0.129
H: 3.906 3.526 -4.972  0.132
H: 1.568 3.290 -6.925  0.135
H: 2.109 4.779 -6.172  0.126
H: 0.032 5.189 -4.916  0.138
H: -0.960 2.569 -1.688  0.138
H: 3.159 -0.614 -4.298  0.137
C: -1.838 -4.072 5.598  -0.089
C: -1.116 -3.033 5.030  -0.092
C: -1.354 -2.670 3.712  -0.147
C: -2.310 -3.315 2.923  -0.311
C: -3.026 -4.354 3.525  -0.101
C: -2.794 -4.732 4.840  -0.080
Si: -2.590 -2.722 1.137  0.626
C: -3.393 -4.176 0.228  -0.306
C: -2.921 -5.481 0.409  -0.141
C: -3.463 -6.557 -0.281  -0.095
C: -4.495 -6.349 -1.187  -0.095
C: -4.981 -5.064 -1.385  -0.087
C: -4.440 -3.996 -0.680  -0.096
C: -3.852 -1.312 1.195  -0.340
C: -4.654 -1.028 2.303  -0.085
C: -5.513 0.062 2.306  -0.080
C: -5.594 0.893 1.196  -0.090
C: -4.814 0.630 0.081  -0.092
C: -3.952 -0.459 0.090  -0.169
H: -1.660 -4.363 6.624  0.102
H: -0.374 -2.507 5.617  0.094
H: -0.787 -1.842 3.293  0.026
H: -3.785 -4.879 2.957  0.101
H: -3.365 -5.540 5.277  0.104
H: -2.114 -5.668 1.110  0.103
H: -3.085 -7.556 -0.108  0.104
H: -4.926 -7.184 -1.722  0.101
H: -5.794 -4.895 -2.079  0.101
H: -4.845 -3.004 -0.840  0.096
H: -4.600 -1.663 3.179  0.102
H: -6.124 0.264 3.176  0.103
H: -6.263 1.743 1.203  0.101
H: -4.877 1.269 -0.791  0.101
H: -3.360 -0.659 -0.803  0.080
N: -2.057 -3.325 -3.897  0.194
C: -1.511 -3.276 -2.676  -0.622
O: -1.562 -2.251 -1.999  -0.091
C: -0.915 -4.542 -2.140  -0.573
I: 0.694 -5.275 -3.323  0.898
H: -2.508 -2.503 -4.262  0.127
H: -1.981 -4.146 -4.472  0.097
H: -1.672 -5.327 -2.135  0.048
H: -0.546 -4.386 -1.132  0.019
S: -1.098 0.762 1.816  0.121
Sb: 0.793 2.008 2.160  1.294
C: 0.316 3.493 3.558  -0.361
C: 1.306 4.384 3.963  -0.117
C: 1.019 5.329 4.935  -0.073
C: -0.250 5.379 5.498  -0.069
C: -1.233 4.492 5.092  -0.068
C: -0.953 3.541 4.119  -0.122
C: 2.293 0.971 3.161  -0.425
C: 3.625 1.369 3.098  -0.158
C: 4.574 0.694 3.852  -0.073
C: 4.191 -0.369 4.656  -0.064
C: 2.860 -0.757 4.723  -0.062
C: 1.902 -0.083 3.980  -0.138
C: 1.575 3.121 0.572  -0.346
C: 2.744 2.769 -0.094  -0.126
C: 3.237 3.586 -1.102  -0.069
C: 2.562 4.750 -1.441  -0.069
C: 1.392 5.097 -0.781  -0.072
C: 0.895 4.286 0.229  -0.112
H: 2.297 4.353 3.526  0.102
H: 1.783 6.023 5.255  0.109
H: -0.470 6.116 6.258  0.110
H: -2.220 4.535 5.533  0.110
H: -1.720 2.844 3.802  0.073
H: 3.932 2.192 2.464  0.096
H: 5.612 0.996 3.809  0.112
H: 4.934 -0.895 5.241  0.112
H: 2.566 -1.584 5.356  0.111
H: 0.861 -0.382 4.035  0.076
H: 3.277 1.859 0.155  0.061
H: 4.153 3.317 -1.612  0.108
H: 2.952 5.394 -2.219  0.111
H: 0.864 6.003 -1.050  0.117
H: -0.016 4.572 0.743  0.113

---

No. 5
The following is a quantum chemistry calculation of C4H5NO2 in the gas phase, from the Open Molecules 2025 dataset.

The calculation puts the energy relative to the best compared isomer or geometry (same formula, charge and spin) at 118.5 kcal per mole. The SMILES is O=CCNC1=CO1. The calculation puts the LUMO energy at 0.66 eV. As for the multiplicity: 1. Its gap between HOMO and LUMO is 8.4 eV.

Each line ends with the Löwdin charge.
CARTESIAN COORDINATES (ANGSTROEM)
O: -1.272 -2.641 -0.174  -0.075
C: -0.440 -1.129 -0.014  -0.114
N: -0.297 -0.194 -0.969  0.016
C: 0.756 0.777 -0.741  -0.156
C: 0.500 1.593 0.518  -0.231
O: -0.539 1.531 1.129  0.065
C: -0.790 -1.962 0.896  -0.150
H: -1.184 0.250 -1.196  0.149
H: 0.810 1.466 -1.594  0.129
H: 1.729 0.276 -0.672  0.130
H: 1.324 2.256 0.850  0.122
H: -0.666 -2.275 1.930  0.116

---

No. 6
The following is a quantum chemistry calculation of C16H16N2O5S in the gas phase at a distorted geometry, from the Open Molecules 2025 dataset.

The calculation puts the energy relative to the best compared isomer or geometry (same formula, charge and spin) at 39.9 kcal per mole. The SMILES is Cc1ccc(S(=O)(=O)NCC(=O)Nc2ccc3c(c2)OCO3)cc1. The calculation puts the LUMO energy at 0.47 eV. As for the multiplicity: 1. Its gap between HOMO and LUMO is 8.2 eV.

Each line ends with the Löwdin charge.
CARTESIAN COORDINATES (ANGSTROEM)
C: -7.119 -0.991 -0.198  -0.045
C: -5.773 -0.349 -0.074  -0.266
C: -5.024 -0.473 1.091  -0.024
C: -3.774 0.115 1.193  -0.051
C: -3.277 0.829 0.122  -0.286
C: -4.002 0.969 -1.046  -0.054
C: -5.250 0.381 -1.139  -0.028
H: -5.829 0.489 -2.045  0.118
H: -3.586 1.552 -1.852  0.115
S: -1.640 1.533 0.203  0.642
O: -1.566 2.695 -0.628  -0.282
O: -1.208 1.609 1.567  -0.284
N: -0.655 0.393 -0.525  -0.137
H: -0.779 0.338 -1.523  0.123
C: -0.472 -0.866 0.155  -0.141
H: -0.685 -0.675 1.211  0.122
H: -1.137 -1.659 -0.205  0.133
C: 0.982 -1.356 0.058  -0.454
O: 1.253 -2.529 -0.062  0.074
N: 1.853 -0.326 0.144  0.129
C: 3.249 -0.335 0.080  -0.212
C: 3.981 -1.511 -0.036  -0.011
C: 5.371 -1.491 -0.102  0.016
C: 5.994 -0.269 -0.049  -0.209
C: 5.261 0.913 0.069  -0.202
C: 3.892 0.911 0.136  0.070
H: 3.333 1.828 0.227  0.127
O: 6.117 1.980 0.099  0.037
C: 7.416 1.436 -0.008  -0.160
O: 7.332 0.031 -0.096  0.031
H: 8.007 1.716 0.879  0.139
H: 7.908 1.834 -0.910  0.139
H: 5.938 -2.402 -0.192  0.120
H: 3.458 -2.451 -0.075  0.098
H: 1.424 0.588 0.229  0.134
H: -3.186 0.043 2.094  0.114
H: -5.422 -1.031 1.925  0.115
H: -7.852 -0.273 -0.562  0.084
H: -7.455 -1.383 0.758  0.077
H: -7.077 -1.812 -0.913  0.088

---

The following E_tot values (in Ha) correspond, in order, to the records above: -249.567104; -2174.272611; -3247.318654; -8970.200420; -360.480515; -1503.202598.